No. 1
{
  "formula": "C3H10N2O2Si",
  "method": "wB97M-V/def2-TZVPD",
  "e_tot_ev": -18224.4647,
  "gap_ev": 8.112,
  "relative_energy_kj_mol": 248.25,
  "smiles": "NC/C(N)=C(\\O)O[SiH3]",
  "total_charge": 0,
  "spin_multiplicity": 1,
  "species": ["C", "C", "C", "N", "N", "O", "O", "Si", "H", "H", "H", "H", "H", "H", "H", "H", "H", "H"],
  "coordinates": [[0.217387, -0.516988, 0.166277], [0.750530, 1.532978, -1.286464], [-0.142891, 0.616978, -0.520456], [-1.505261, 1.131633, -0.343975], [0.689895, 2.915975, -0.819953], [-0.630063, -1.425343, 0.728998], [1.498851, -0.843445, 0.386705], [-0.411218, -2.877572, 1.624209], [1.811838, 1.136411, -1.282753], [0.361039, 1.543001, -2.386160], [-2.110399, 0.425324, -0.798810], [-1.651967, 1.952319, -0.937032], [-0.222886, 3.233565, -1.015424], [1.599197, -1.543928, 0.968976], [0.648852, 2.715731, 0.233453], [0.382929, -3.812048, 0.821436], [0.457758, -2.626416, 2.769894], [-1.743590, -3.558176, 1.691079]],
  "forces_ev_per_a": [[-0.6922, 0.9324, -0.3093], [0.6760, -1.0200, -2.1335], [-0.5879, -1.1272, 1.6550], [-0.3304, -1.4531, -1.3244], [1.1793, -1.2921, 2.7702], [-0.8045, -0.3781, 0.6071], [1.3476, 2.2563, -2.2737], [-0.3829, 0.7810, -1.8581], [-1.1851, 0.5958, -0.0728], [0.8622, -0.1714, 1.5878], [-0.0194, 0.4847, 0.6667], [0.2606, -0.2856, 0.2269], [-1.1201, 0.7968, -0.3086], [0.2141, -2.0118, 1.5397], [0.2626, 1.2138, -1.5997], [0.2355, -0.1008, -0.2445], [-0.2882, 0.1503, 0.5826], [0.3725, 0.6292, 0.4887]],
  "nbo_charge": [0.585, -0.250, -0.052, -0.820, -0.796, -0.862, -0.681, 1.152, 0.216, 0.181, 0.364, 0.346, 0.333, 0.477, 0.348, -0.210, -0.188, -0.144]
}

No. 2
{
  "formula": "C3H10N2O3",
  "method": "wB97M-V/def2-TZVPD",
  "e_tot_ev": -12395.2396,
  "gap_ev": 8.799,
  "relative_energy_kj_mol": 144.29,
  "smiles": "c1c[nH]cn1.O.O.O",
  "total_charge": 0,
  "spin_multiplicity": 1,
  "species": ["C", "C", "N", "C", "N", "H", "H", "H", "H", "H", "H", "O", "H", "H", "O", "H", "H", "O"],
  "coordinates": [[-0.910399, -1.703892, 1.556667], [-0.113091, -0.555543, 1.691557], [0.447179, -0.410572, 0.429331], [0.000642, -1.399543, -0.391340], [-0.919446, -2.094494, 0.291027], [-1.360751, -2.280072, 2.348441], [0.040559, 0.072555, 2.574772], [0.832282, 0.453925, 0.007395], [0.168737, -1.445472, -1.452038], [2.869543, 0.057694, -1.377369], [3.675502, 0.209387, -0.035545], [2.809948, 0.251737, -0.449530], [-0.483079, 1.344784, -1.675406], [0.703607, 1.244718, -2.702266], [0.449543, 1.522558, -1.809559], [-2.174067, 1.773869, 0.794594], [-3.347753, 1.153692, 0.237085], [-2.688955, 1.804670, -0.037817]],
  "forces_ev_per_a": [[0.9410, 1.9049, 1.0060], [-0.4855, -1.1242, -0.6686], [-0.0633, 1.4850, -0.0820], [-2.2645, 0.6962, 2.3267], [1.0352, -2.1389, -2.2311], [-0.4069, 0.1862, -0.0596], [0.3025, -0.1913, -0.7673], [0.1573, -0.9952, 0.8010], [0.1512, 0.0070, 0.0174], [0.4821, -0.1011, -0.4686], [0.1246, -0.1032, -0.3835], [0.1067, 0.3542, 0.6498], [-0.3857, -0.0573, -0.2650], [-0.4732, 0.1312, 0.3432], [0.6261, 0.0416, -0.1424], [0.1713, 0.4363, -0.7166], [-0.3344, -0.0448, -0.6398], [0.3155, -0.4864, 1.2804]],
  "nbo_charge": [-0.094, -0.146, -0.515, 0.136, -0.478, 0.202, 0.219, 0.463, 0.194, 0.475, 0.483, -0.950, 0.494, 0.475, -0.958, 0.468, 0.470, -0.938]
}

Number 1: lowest unoccupied orbital energy 0.60 eV. Number 2: lowest unoccupied orbital energy 0.40 eV.